1) DFT (the ωB97M-V functional and the def2-TZVPD basis) results for a single C5H11NO4 molecule.

- highest occupied orbital energy (eV) = -8.379
- spin multiplicity = 1

Each line ends with the Mulliken charge.
Geometry (Å):
O (-2.1252, 1.2167, -1.3119)  -0.5136
O (-1.4672, 0.9245, 0.8365)  -0.7269
O (2.0183, -0.1142, -0.8502)  -0.4138
O (2.1811, 1.6573, 0.5092)  -0.4416
N (0.3009, 1.4371, -0.8000)  -0.3356
C (-1.0604, -0.8529, -0.7351)  -1.0592
C (0.4237, -0.7679, 1.3940)  -1.0698
C (-1.2763, 0.6246, -0.4043)  0.8048
C (-0.3565, -1.6507, 0.4009)  -0.3338
C (1.3872, 0.9230, -0.2708)  0.2626
H (-0.5098, -0.9100, -1.6783)  0.3012
H (0.1481, -1.0064, 2.4255)  0.4345
H (-2.5954, 1.9152, -0.8352)  0.3583
H (-1.1344, -2.1860, 0.9475)  0.3371
H (-2.0510, -1.2675, -0.9269)  0.3800
H (1.4715, -0.4606, -1.5680)  0.3894
H (3.0080, 1.1824, 0.6695)  0.3882
H (0.1381, 2.3793, -0.4652)  0.2860
H (1.4967, -0.9242, 1.3299)  0.2091
H (0.2981, -2.4021, -0.0442)  0.2748
H (-0.2955, 0.2825, 1.3768)  0.4683

=====

2) DFT (the ωB97M-V functional and the def2-TZVPD basis) results for 2 unconnected molecules or ions with the total composition C5H11NO4.

- SMILES = CCC(=O)O.COC(N)=O
- highest occupied orbital energy (eV) = -9.733
- spin multiplicity = 1

Each line ends with the Mulliken charge.
Geometry (Å):
O (-2.2238, -0.8709, 1.0938)  -0.5869
O (-1.5416, 1.1415, 0.4165)  -0.5102
O (1.0526, 1.2355, 0.0293)  -0.7187
O (1.2340, -0.4156, 1.5993)  -0.4068
N (2.1298, -0.7255, -0.4110)  -0.3189
C (-1.7291, -0.1460, 0.2817)  0.4862
C (1.3913, 0.0974, 0.3731)  0.7519
C (0.6499, 0.4239, 2.6048)  -0.6237
C (-1.1408, -0.7748, -1.0996)  -0.3616
C (-0.8536, 0.2124, -2.2197)  -1.0864
H (-0.6013, 1.4511, -0.0152)  0.4365
H (-2.0047, -1.3854, -1.3741)  0.3989
H (-0.7572, -0.3112, -3.1682)  0.3555
H (2.3477, -0.4342, -1.3483)  0.2566
H (-1.6670, 0.9291, -2.3275)  0.3104
H (-0.4318, 0.2789, 2.6345)  0.2506
H (2.4629, -1.5893, -0.0239)  0.2169
H (0.8610, 1.4736, 2.3924)  0.3221
H (1.1024, 0.1281, 3.5496)  0.2695
H (0.0631, 0.7787, -2.0680)  0.2879
H (-0.3438, -1.4973, -0.9194)  0.2703

=====

Of them, 1) has the lowest stability.

=====

1) DFT (the ωB97M-V functional and the def2-TZVPD basis) results for a single C5H7ClN8S molecule.

- SMILES = Cn1nnc(S[C@H](Cl)C2(C)N=NN=N2)n1
- highest occupied orbital energy (eV) = -9.414
- spin multiplicity = 1

Each line ends with the Mulliken charge.
Geometry (Å):
Cl (-3.7810, 0.8757, -0.0826)  -0.1085
S (-0.9241, 1.5912, 0.8179)  -0.1694
N (0.6329, 0.8071, -1.3205)  -0.0322
N (-2.5455, -1.8026, -0.4830)  -0.0913
N (-0.3842, -1.2879, -0.0202)  0.1504
N (2.5500, 1.1800, -0.6416)  0.9814
N (-1.7950, -2.5691, -1.0415)  -0.3294
N (1.7843, 1.5106, 0.3902)  -0.8354
N (-0.4312, -2.1995, -0.8096)  -0.4473
N (1.8649, 0.8242, -1.6534)  -0.8552
C (-2.1014, -1.1121, 1.8464)  -1.3017
C (3.9969, 1.1373, -0.5465)  -0.7469
C (-1.8026, -0.9418, 0.3537)  0.8277
C (0.5680, 1.3082, -0.0904)  0.7143
C (-2.0307, 0.6006, -0.1825)  -0.1618
H (-1.5056, -0.6382, 2.5157)  0.4177
H (4.4425, 2.1165, -0.7660)  0.2784
H (-2.1471, -2.2572, 2.1184)  0.3112
H (4.2270, 0.6561, 0.4024)  0.3072
H (-3.1259, -0.7652, 1.9249)  0.3661
H (4.2563, 0.3815, -1.4362)  0.2992
H (-1.7487, 0.5845, -1.2955)  0.4255

=====

2) DFT (the ωB97M-V functional and the def2-TZVPD basis) results for a single C5H7ClN8S molecule.

- SMILES = Cc1nnnn1[C@@H](Cl)Sc1nnn(C)n1
- highest occupied orbital energy (eV) = -9.574
- spin multiplicity = 1

Each line ends with the Mulliken charge.
Geometry (Å):
Cl (-3.6349, 0.3960, 0.5161)  -0.1214
S (-0.8633, 0.9003, 1.3804)  -0.1166
N (2.5148, 1.9487, -0.0248)  0.9564
N (1.3047, 0.2208, -0.2336)  0.0339
N (-1.1242, -0.9507, -1.8609)  -0.2426
N (-0.9500, -2.1145, -2.2407)  -0.5062
N (-1.5502, -0.9721, -0.5426)  0.6711
N (1.5495, 2.1623, 0.7550)  -0.7441
N (-1.2385, -3.0276, -1.2982)  -0.3660
N (2.4030, 0.7066, -0.6419)  -0.7355
C (3.6697, 2.7911, 0.0004)  -0.7523
C (-1.6359, -2.3470, -0.2255)  0.6523
C (-2.1650, -2.7811, 1.1017)  -1.1558
C (0.7304, 1.0681, 0.6579)  0.4295
C (-1.9377, 0.3099, -0.0410)  -0.3055
H (-1.8007, -3.7675, 1.1434)  0.3777
H (3.5910, 3.7295, -0.6262)  0.2723
H (4.3500, 2.2939, -0.6102)  0.3621
H (-3.2476, -2.8053, 0.8995)  0.3102
H (-1.8298, 1.0788, -0.9461)  0.4311
H (-2.1537, -1.9139, 1.7535)  0.2835
H (4.0183, 3.0737, 1.0837)  0.2660

=====

Of them, 1) has the lowest stability.

=====

1) DFT (the ωB97M-V functional and the def2-TZVPD basis) results for a gas-phase ion, C4H12NOS (charge +1).

- charge = +1
- SMILES = [NH3+][C@@H](CO)CCS
- highest occupied orbital energy (eV) = -12.793
- spin multiplicity = 1

Each line ends with the Mulliken charge.
Geometry (Å):
S (0.6098, 2.3756, -0.9526)  -0.2048
O (-1.9898, -1.3341, -1.3949)  -0.4937
N (0.2348, -2.0055, 0.2323)  -0.3322
C (0.5652, 1.8169, 0.8238)  -0.8170
C (0.7465, 0.2976, 0.8829)  -0.5916
C (-1.2779, -0.3154, -0.6245)  -0.9580
C (0.2291, -0.5452, -0.3197)  -0.1782
H (0.0364, 0.1082, 1.7792)  0.2697
H (-1.8213, -0.2620, 0.3237)  0.5297
H (-0.4436, 2.0191, 1.1372)  0.3303
H (-1.2331, 0.6011, -1.1475)  0.4386
H (1.1592, -2.1613, 0.8976)  0.4169
H (1.4313, 2.3330, 1.3656)  0.4346
H (1.1762, 3.4552, -0.6330)  0.1532
H (-1.7443, -0.9998, -2.2486)  0.3565
H (1.7562, 0.0850, 0.8725)  0.4596
H (0.4831, -2.7078, -0.5220)  0.3723
H (0.7321, -0.7427, -1.2630)  0.4166
H (-0.6500, -2.0179, 0.7909)  0.3975

=====

2) DFT (the ωB97M-V functional and the def2-TZVPD basis) results for 2 unconnected molecules or ions with the total composition C4H12NOS.

- charge = +1
- highest occupied orbital energy (alpha / beta) (eV) = -12.752 / -12.753
- spin multiplicity = 1

Each line ends with the Mulliken charge.
Geometry (Å):
S (3.4352, 0.3132, 0.1057)  -0.2311
O (0.9915, -1.8336, 0.1874)  -0.3463
N (0.4867, 0.5157, -0.0636)  0.0195
C (0.2078, 0.6731, 1.3999)  -0.8594
C (-0.7680, 0.5365, -0.9091)  -0.5234
C (1.2075, -0.7212, -0.4577)  -0.5894
C (-1.8359, -0.5105, -0.4124)  -1.1785
H (-0.8152, 0.4199, 1.7816)  0.3428
H (3.9162, -0.9466, 0.0759)  0.1666
H (0.8946, 0.0716, 2.1246)  0.3563
H (-0.6934, 0.2035, -1.9556)  0.3207
H (0.4119, 1.8068, 1.5449)  0.3345
H (-1.3238, 1.4084, -0.7531)  0.4146
H (0.8631, 1.3893, -0.4489)  0.4479
H (-2.8148, -0.1350, -0.6424)  0.4138
H (0.5961, -1.9355, 1.0442)  0.3909
H (1.4688, -0.7063, -1.4360)  0.8181
H (-1.8331, -0.6930, 0.6413)  0.3505
H (-1.7161, -1.3127, -1.0552)  0.3517

=====

3) DFT (the ωB97M-V functional and the def2-TZVPD basis) results for a gas-phase ion, C4H12NOS (charge +1).

- charge = +1
- SMILES = [NH3+][C@H](CO)CCS
- highest occupied orbital energy (eV) = -12.708
- spin multiplicity = 1

Each line ends with the Mulliken charge.
Geometry (Å):
S (2.4627, -0.0405, 1.7306)  -0.2266
O (-0.6546, -0.4803, -2.6158)  -0.5370
N (-0.5771, 1.5779, -0.9640)  -0.3547
C (-0.2078, 0.1306, 1.0694)  -0.9282
C (0.0394, 0.2547, -0.4495)  -0.0290
C (-0.7348, -0.7913, -1.2452)  -0.5676
C (0.8185, -0.8148, 1.6926)  -0.6494
H (2.7532, -0.2813, 3.0255)  0.1893
H (-1.2768, -0.1234, 1.1083)  0.4303
H (-1.8154, -0.8841, -1.0229)  0.3553
H (0.3810, -0.9712, 2.6825)  0.3908
H (-0.2379, -1.1641, -3.1502)  0.3438
H (-0.1747, 1.1095, 1.5580)  0.4217
H (-0.2515, 2.3508, -0.3853)  0.3542
H (-0.5295, 1.7624, -1.9634)  0.3323
H (-1.5674, 1.4880, -0.7167)  0.3664
H (0.9323, -1.7573, 1.1660)  0.3467
H (1.1084, 0.4509, -0.5731)  0.3349
H (-0.4680, -1.8164, -0.9467)  0.4269

=====

Of them, 2) has the lowest stability.

=====

1) DFT (the ωB97M-V functional and the def2-TZVPD basis) results for a single C5H10N4 molecule.

- SMILES = [H]/N=C(/N)N(N)C(C)=C=C
- highest occupied orbital energy (alpha / beta) (eV) = -7.586 / -7.590
- spin multiplicity = 1

Each line ends with the Mulliken charge.
Geometry (Å):
N (1.4867, 1.4031, -1.0449)  -0.4829
N (0.5589, -0.0667, 0.5561)  0.5255
N (1.7074, 1.9375, 1.1451)  -0.8152
N (0.8064, -0.5199, 1.8948)  -1.0020
C (-2.1490, 0.8680, -1.4775)  -0.9056
C (-0.7321, -2.1343, -0.0535)  -1.7285
C (1.2241, 1.1230, 0.2556)  0.4466
C (-0.4999, -0.6504, -0.1474)  0.9850
C (-1.3177, 0.1119, -0.8263)  -0.0669
H (-3.1774, 0.5576, -1.6245)  0.2485
H (0.5583, -1.5030, 1.9893)  0.2786
H (-1.4341, -2.3627, 0.7548)  0.3160
H (-1.8567, 1.8579, -1.8089)  0.2549
H (1.8216, -0.5008, 2.0361)  0.2628
H (1.8098, 2.3591, -1.1399)  0.2763
H (1.3959, 1.5461, 2.0452)  0.3183
H (-1.1505, -2.5229, -0.9891)  0.4068
H (0.2018, -2.6769, 0.1269)  0.4305
H (0.7466, 1.1735, -1.6921)  0.2513

=====

2) DFT (the ωB97M-V functional and the def2-TZVPD basis) results for a single C5H10N4 molecule.

- SMILES = [H]/N=C(/N)[C@H](N)/C(C=C)=N/[H]
- highest occupied orbital energy (eV) = -8.962
- spin multiplicity = 1

Each line ends with the Mulliken charge.
Geometry (Å):
N (-2.0628, -1.4396, -0.0633)  -0.4651
N (-2.1092, 0.5883, -1.1458)  -0.8666
N (-0.4284, 1.7102, 0.9746)  -0.5797
N (0.6666, -1.6906, 0.5159)  -0.7353
C (2.6946, 0.0419, -0.8731)  -0.8628
C (-0.5612, 0.3054, 0.9294)  -0.0903
C (-1.5922, -0.1878, -0.2906)  0.4171
C (0.5192, -0.4409, 0.1981)  0.8293
C (1.4422, 0.3880, -0.6093)  -0.1542
H (3.1289, -0.8579, -0.4615)  0.1693
H (0.1543, 2.0284, 1.7405)  0.2087
H (1.0518, 1.3362, -0.9572)  0.2791
H (3.3394, 0.6557, -1.4809)  0.2783
H (-1.6553, 1.4937, -1.2013)  0.2811
H (-1.3046, 2.2186, 0.9432)  0.2201
H (-2.6728, -1.8154, -0.7717)  0.2849
H (1.5979, -2.0620, 0.3459)  0.2280
H (-1.3719, -2.0659, 0.3459)  0.2487
H (-0.8365, -0.2061, 1.8613)  0.3095

=====

3) DFT (the ωB97M-V functional and the def2-TZVPD basis) results for a single C5H10N4 molecule.

- SMILES = C=NN/C=C/N=N/CC
- highest occupied orbital energy (eV) = -7.960
- spin multiplicity = 1

Each line ends with the Mulliken charge.
Geometry (Å):
N (-1.8708, 2.3938, 2.1164)  -0.9894
N (-0.9518, 1.5973, 1.7232)  0.4499
N (1.4717, -1.3173, -0.9209)  -0.1960
N (0.5275, -0.5482, -0.8494)  -0.1730
C (0.4066, 0.0845, 0.4870)  -0.8822
C (1.4833, -1.9680, -2.1790)  -0.2113
C (2.1753, -3.2741, -1.8740)  -0.8961
C (-2.8624, 2.8333, 1.3289)  -0.3863
C (-0.7191, 0.9183, 0.6700)  0.6309
H (2.8862, -3.8580, -2.6700)  0.2911
H (3.1535, -3.0443, -1.1986)  0.2434
H (1.5344, -3.9952, -1.4229)  0.2761
H (1.9939, -1.3829, -3.1288)  0.2237
H (-1.5183, 1.1063, -0.0803)  0.2401
H (1.1158, -0.2045, 1.3133)  0.2425
H (-2.9058, 2.3816, 0.3433)  0.2788
H (-0.0942, 1.6919, 2.3961)  0.3204
H (0.4482, -2.2041, -2.5164)  0.2832
H (-3.7524, 3.0651, 1.8826)  0.2541

=====

4) DFT (the ωB97M-V functional and the def2-TZVPD basis) results for 2 unconnected molecules or ions with the total composition C5H10N4.

- highest occupied orbital energy (alpha / beta) (eV) = -6.914 / -6.913
- spin multiplicity = 1

Each line ends with the Mulliken charge.
Geometry (Å):
N (-1.8189, 0.9055, -0.0935)  -0.3676
N (2.1432, -0.9223, -0.0528)  -0.8917
N (1.1252, 1.0139, -0.0269)  0.1046
N (0.8025, -1.0942, 0.0152)  0.7386
C (2.3154, 0.3626, -0.0765)  0.0111
C (0.8787, 2.4242, 0.0009)  -0.8600
C (0.1659, 0.0702, 0.0346)  -0.2415
C (0.2502, -2.4139, 0.0977)  -0.7853
C (-2.7275, -0.1310, -0.0489)  -0.6796
H (-2.7141, -0.8428, -0.9014)  0.2002
H (-2.7631, -0.7142, 0.8942)  0.2275
H (1.0100, -3.1197, -0.2332)  0.2947
H (0.4903, 2.7072, 0.9798)  0.2939
H (3.2732, 0.8357, -0.1309)  0.3930
H (0.1108, 2.6622, -0.7344)  0.3281
H (-3.6792, 0.4179, -0.1114)  0.3211
H (-0.6329, -2.4808, -0.5336)  0.3030
H (-0.0315, -2.6462, 1.1273)  0.2872
H (1.8017, 2.9658, -0.2063)  0.3226

=====

Of them, 3) has the lowest stability.